Entry 1:
Formula: C7H35NO11
Source: the Open Molecules 2025 dataset
Level of theory: the ωB97M-V functional and the def2-TZVPD basis

```
54
Properties=species:S:1:pos:R:3:forces:R:3
C 2.29444 -0.93329 -0.15929 1.5 1.3 -2.4
C 1.50223 -0.67117 1.11676 0.6 1.3 1.2
C 0.20068 -1.42128 1.28853 1.4 0.3 -0.5
C 0.11128 -2.50438 0.53151 -2.6 -2.2 1.6
C -1.07732 -3.49061 0.66108 2.8 0.5 1.8
C -1.62358 -1.67151 3.12203 0.0 -1.8 -3.4
C -0.66022 -1.02587 2.40854 -0.3 0.3 2.5
N 2.88449 0.37919 -0.78780 -0.5 -1.7 1.1
H 3.28420 -1.34584 -0.01365 -0.3 -1.3 0.8
H 1.80769 -1.57977 -1.03163 0.7 1.9 2.1
H 2.27224 -0.93143 1.90025 -1.3 0.0 -0.2
H 1.42038 0.45609 1.33686 -0.4 -2.0 -1.0
H 0.81752 -2.80894 -0.19186 0.7 0.0 -0.4
H -1.47389 -3.57181 1.66876 0.0 0.3 -0.3
H -1.67304 -3.02904 -0.01386 -3.1 0.7 -1.9
H -0.84830 -4.48537 0.38736 0.5 -1.0 -0.8
H -2.25604 -2.54592 2.74704 1.3 1.3 0.7
H -1.88883 -1.36920 4.07020 -0.6 1.2 1.8
H -0.36067 -0.08217 2.98113 0.1 -1.2 -1.1
H 2.09343 0.67764 -1.31482 0.0 1.7 -0.1
H 3.18635 1.01568 0.00801 -1.2 -1.0 -1.6
H 3.73610 1.83762 1.94401 -1.3 -0.9 0.5
H 2.24850 2.05761 2.42327 0.7 -1.3 -1.0
O 2.89002 1.32219 2.10311 1.8 3.0 0.8
H 0.90132 2.89455 3.46893 0.3 -0.1 5.4
H -0.16057 2.52783 2.38703 3.2 2.1 0.8
O 0.84252 2.96006 2.58831 -3.1 -1.3 -5.5
H 0.33145 -2.45526 -3.74641 1.4 -1.2 0.3
H -0.21255 -1.31448 -4.50368 -0.1 0.5 -1.2
O -0.28533 -1.75684 -3.67697 -1.5 0.8 0.7
H -3.14655 2.52386 -2.43282 -0.1 0.9 0.0
H -1.96904 1.46012 -2.37552 -1.7 0.3 -0.6
O -2.97951 1.59408 -2.48394 1.6 -0.9 0.5
H -3.25072 -0.17929 2.08050 -0.1 0.6 1.0
H -2.75200 0.17545 0.75759 0.0 1.8 1.5
O -3.01490 0.68664 1.71699 -0.3 -2.2 -2.3
H -0.78286 1.91949 0.55900 -1.7 1.3 4.8
H -0.03931 2.62745 -0.62118 1.5 3.4 -0.4
O -0.44238 1.91013 -0.25381 0.5 -4.3 -4.5
H -2.28861 2.08410 1.97328 -0.7 -2.3 0.0
H -2.40631 3.52141 2.26527 2.9 -1.6 -0.3
O -1.67144 2.79438 2.10611 -2.5 3.6 0.6
H -0.44661 -0.13467 -2.91329 0.0 -2.6 -0.8
H 0.21125 0.78129 -1.93104 0.7 0.0 1.1
O -0.43524 0.74296 -2.61468 -0.7 2.2 -0.2
H 2.61483 -1.65272 -2.73811 -0.9 -3.2 -1.0
H 2.39901 -3.17572 -2.25359 0.0 0.7 -0.9
O 2.29790 -2.61287 -3.05935 1.2 2.3 1.7
H 2.05376 2.42347 -3.62339 0.0 0.0 0.2
H 0.73888 2.29675 -2.91716 -2.8 -0.7 -0.8
O 1.61894 2.49700 -2.76571 2.9 0.9 0.4
H -1.43528 0.06411 -0.68192 0.7 0.0 0.1
H -2.82714 0.69181 -0.94590 1.0 -2.5 0.4
O -2.35119 -0.17350 -0.55009 -2.1 2.0 -0.9
```
Forces are in eV/Å.

- SMILES string: C=C/C(=C\C)CCN.O.O.O.O.O.O.O.O.O.O.O
- Spin multiplicity: 1


Entry 2:
Formula: C7H36O11
Source: the Open Molecules 2025 dataset
Level of theory: the ωB97M-V functional and the def2-TZVPD basis

```
54
Properties=species:S:1:pos:R:3:forces:R:3
C -3.24500 0.82972 -2.87340 2.5 -4.3 -1.4
C -1.84579 0.80136 -2.13656 -1.2 -2.2 2.1
C -2.14964 0.84619 -0.55056 0.9 0.2 -0.9
C -1.90574 -0.47846 0.37024 -0.8 2.2 -0.3
C 0.65670 1.07365 2.91576 0.4 2.1 1.8
C -0.03202 0.48056 1.73509 0.9 -2.0 0.5
C -1.31434 0.14597 1.60019 -0.3 -0.7 1.1
H -3.83047 1.67221 -2.75451 -0.7 2.1 0.5
H -2.96390 0.72132 -3.98361 -1.0 0.0 1.4
H -3.88010 -0.06421 -2.51918 1.0 1.2 -0.8
H -1.26121 -0.24950 -2.09881 -1.3 2.4 -1.6
H -1.28500 1.66746 -2.51864 0.3 -0.7 0.5
H -3.19863 1.09519 -0.48032 -0.2 0.6 0.4
H -1.45813 1.68995 -0.19385 -1.3 -1.7 -0.4
H -2.77057 -1.21384 0.56341 0.9 1.6 -0.4
H -1.16593 -1.04083 -0.08731 1.3 -1.2 -1.0
H 1.77612 1.05119 2.89260 -0.9 0.1 -0.8
H 0.52956 0.58317 3.92918 -0.8 0.6 -1.1
H 0.34842 2.19627 2.95046 0.6 -1.7 0.6
H 0.74613 0.05837 1.09710 -0.5 0.3 -0.9
H -2.10414 0.36240 2.32581 1.3 0.2 0.0
H -3.92395 2.15659 2.07214 -0.2 1.4 -0.1
H -4.40164 0.82326 2.24390 -6.4 -4.3 -0.7
O -3.68290 1.28607 2.33084 5.4 3.5 1.0
H 3.63750 2.76300 0.38712 0.1 -0.8 0.3
H 2.16882 2.64305 0.94343 0.0 -1.2 0.7
O 2.78136 3.17143 0.46105 -0.3 1.8 -1.0
H 3.65810 -0.20802 0.07750 -0.1 0.3 -0.1
H 3.29687 -0.55877 1.44904 -0.4 0.9 -0.2
O 3.15369 0.17883 0.81036 0.5 -0.9 0.9
H -1.44788 -3.55327 -0.27002 -2.2 -2.0 2.4
H 0.04777 -3.52159 -0.63163 -0.4 -0.3 -0.1
O -0.82294 -3.13444 -0.76839 3.3 2.4 -3.3
H 2.76219 -1.83113 -3.76826 -0.1 0.1 0.3
H 2.31638 -1.45118 -2.27942 0.1 -0.5 -1.0
O 2.83708 -2.09640 -2.84532 0.0 0.4 0.7
H 1.18827 0.37466 -1.78195 0.0 0.4 -0.1
H 0.40658 -0.81854 -1.14390 2.5 0.8 -0.5
O 1.35519 -0.45881 -1.32670 -2.6 -1.2 0.4
H 1.76212 -2.93118 1.16923 -0.8 0.2 -0.8
H 3.28576 -2.94768 0.97623 0.0 -0.1 -0.4
O 2.58768 -2.92321 1.61797 0.6 0.0 1.5
H 1.30743 2.71634 -1.25912 1.2 -2.2 -1.7
H 0.91837 3.30155 -2.40211 0.9 -2.6 -1.3
O 1.33570 2.35681 -2.24398 -1.9 4.8 3.0
H 4.19104 -1.60843 -1.41721 -1.4 -0.3 -2.7
H 4.37479 -2.44322 -0.18537 0.0 -0.8 -0.1
O 4.65571 -1.65672 -0.62377 1.8 0.8 2.1
H -2.13334 2.44199 0.96954 1.8 3.6 0.8
H -0.90644 3.50545 1.09381 3.7 -0.3 -0.2
O -1.80495 3.44335 1.13999 -5.6 -2.8 -0.1
H -2.25738 -3.48065 1.88066 -1.0 1.7 1.6
H -0.68251 -3.77717 1.66886 -1.1 0.4 0.5
O -1.61080 -3.99010 1.47237 1.7 -2.4 -1.2
```
Forces are in eV/Å.

- SMILES string: C/C=C/CCCC.O.O.O.O.O.O.O.O.O.O.O
- Spin multiplicity: 1


Entry 3:
Formula: C7H36O11
Source: the Open Molecules 2025 dataset
Level of theory: the ωB97M-V functional and the def2-TZVPD basis

```
54
Properties=species:S:1:pos:R:3:forces:R:3
O 2.51079 1.71222 0.35792 -0.1 0.1 -0.1
H 1.97316 2.49586 0.16179 0.1 -0.1 -0.4
H 2.31253 1.51898 1.27684 0.1 -0.2 0.6
O 3.68478 -1.11703 -0.33320 0.1 0.1 0.5
H 3.51309 -1.14627 -1.26737 -0.1 -0.1 -0.7
H 3.82351 -0.17876 -0.14359 -0.2 0.0 0.1
O 1.60845 -2.00614 1.28935 -0.5 1.5 0.2
H 1.55857 -2.90117 1.55426 0.1 -1.4 0.1
H 2.21113 -1.90209 0.53531 0.4 0.0 0.0
O 0.17578 -0.02141 -0.10119 -0.3 0.9 -0.6
H 0.34474 -0.70911 0.55027 0.5 0.1 0.0
H 0.90895 0.63569 -0.13125 -0.3 -0.8 0.4
C -3.20964 0.34502 -1.63975 0.6 -1.3 -1.0
O -1.90994 -0.10243 -2.11836 -0.7 0.7 0.0
H -3.39147 -0.28161 -0.77818 -0.7 0.2 0.3
H -3.22054 1.40095 -1.38183 0.0 0.1 -0.1
H -3.87368 0.09066 -2.47146 -0.3 0.4 0.4
H -1.37658 0.06530 -1.34525 1.3 -0.2 0.5
C 1.47756 -2.05436 -3.67504 0.2 -0.1 -0.3
O 1.40056 -3.22351 -2.89625 0.2 -0.2 0.4
H 0.93330 -2.18395 -4.60672 -0.3 0.2 -0.1
H 1.18223 -1.10684 -3.18494 -0.2 -0.5 0.1
H 2.51805 -1.96621 -3.96695 0.3 0.2 0.0
H 0.48546 -3.53672 -2.86804 0.0 0.6 -0.1
C -0.43927 2.95510 2.10909 1.4 -0.4 0.6
O -1.73916 3.28734 1.70376 -0.3 0.0 -0.6
H -0.17266 1.88046 1.97941 -0.6 0.6 0.1
H 0.30547 3.51645 1.53963 -0.2 0.1 -0.4
H -0.19646 3.23510 3.14360 -0.4 -0.2 0.0
H -2.29952 3.52935 2.43893 0.1 0.0 0.3
C -2.63711 0.13916 2.20550 0.1 0.3 0.6
O -3.02744 -0.96416 1.39790 -0.1 0.7 -0.6
H -1.61336 -0.01481 2.61005 -0.5 0.2 -0.1
H -2.62441 1.08027 1.61367 -0.1 -0.9 0.1
H -3.35229 0.28558 3.04920 0.5 -0.1 -0.4
H -2.89442 -1.78439 1.86039 0.1 -0.3 0.4
C 0.88286 2.61537 -2.69649 -0.6 -0.5 1.5
O 0.72507 3.13623 -1.33075 -0.2 0.2 -1.0
H 0.44268 3.24084 -3.47242 0.3 0.3 0.2
H 1.94862 2.46953 -2.79998 0.1 0.1 -0.3
H 0.36426 1.65259 -2.72545 0.2 -0.1 -0.2
H -0.21130 3.32743 -1.18728 0.2 -0.1 0.0
C 1.51079 0.19564 4.37161 -0.2 1.2 1.1
O 1.73550 0.33879 2.98965 0.2 -1.0 -0.2
H 0.47226 -0.12270 4.52221 0.2 -0.2 0.3
H 2.22442 -0.48067 4.89280 -0.4 0.3 -0.5
H 1.58935 1.20579 4.85438 0.1 -0.9 -0.5
H 1.62442 -0.57635 2.64911 0.3 0.7 -0.5
C -1.35986 -3.26202 -1.15220 1.5 2.2 0.8
O -1.30534 -2.87087 -2.50443 -0.7 0.2 -0.4
H -0.50809 -2.69476 -0.63030 -1.0 -1.0 -0.2
H -2.28798 -2.89683 -0.71219 -0.1 -0.5 0.3
H -1.19230 -4.31494 -1.05610 -0.2 -0.6 0.1
H -1.60553 -1.93561 -2.47965 0.3 -0.2 -0.4
```
Forces are in eV/Å.

- SMILES string: CO.CO.CO.CO.CO.CO.CO.O.O.O.O
- Spin multiplicity: 1


Entry 4:
Formula: C7H37NO12
Source: the Open Molecules 2025 dataset
Level of theory: the ωB97M-V functional and the def2-TZVPD basis

```
57
Properties=species:S:1:pos:R:3:forces:R:3
C 0.88007 2.81983 2.19523 2.0 -1.3 0.4
C -0.59318 2.56622 1.87970 -1.6 -1.1 -0.4
N -0.97484 0.08249 0.48236 0.5 0.9 -0.8
C -1.23970 1.32715 -0.18327 0.3 0.1 0.8
C -1.00517 2.53928 0.42633 0.0 -0.5 -1.4
C -1.36362 3.84029 -0.26857 -1.5 -0.4 -0.1
C -1.55410 0.33539 -2.49221 -0.4 1.1 0.7
C -1.76611 1.26366 -1.57256 -1.1 1.8 0.4
H 1.35411 2.22178 2.99591 -1.1 -0.2 0.3
H 1.63672 2.41676 1.42463 -1.3 1.3 0.3
H 1.08672 3.82757 2.59914 -0.1 -0.2 -1.1
H -1.06846 1.54900 2.12695 1.2 1.7 1.1
H -1.23777 3.32712 2.35710 0.4 -0.3 0.1
H -0.89012 0.15787 1.48337 0.2 -0.1 -0.1
H -1.59299 -0.68219 0.30338 -0.6 -0.2 -0.5
H -1.89042 3.69256 -1.20789 0.8 -0.2 -0.5
H -0.61181 4.60788 -0.43687 0.2 -0.1 0.4
H -2.26720 4.22957 0.21681 0.6 0.6 0.9
H -0.85903 -0.40490 -2.25468 0.8 -1.5 0.1
H -1.96066 0.43121 -3.46855 -0.4 -0.2 -0.6
H -2.40888 2.17245 -1.80821 0.8 -1.7 0.0
H 1.91112 -2.83682 0.54364 -2.0 1.8 0.0
H 0.83835 -1.90425 -0.11760 -0.2 0.2 -0.3
O 1.27420 -2.04378 0.71945 1.9 -1.2 0.8
H 0.79333 -0.74966 -3.67823 0.3 -0.2 -0.4
H 0.37792 -1.21640 -5.06128 0.1 -0.2 -0.2
O 0.96967 -1.44990 -4.33959 -0.4 0.5 0.5
H 3.29940 3.08736 -0.89363 0.1 0.2 -0.1
H 1.86580 2.70980 -0.56365 -0.3 0.1 0.1
O 2.40878 3.09851 -1.25916 0.2 0.1 0.2
H 0.33148 -3.11724 3.71634 0.3 0.0 -0.3
H 0.50781 -2.18429 2.43762 0.5 -0.3 -0.5
O -0.07319 -2.44890 3.15695 -0.7 0.1 0.6
H -0.70108 0.31243 3.99563 0.0 0.2 0.2
H -0.08083 -1.00663 4.31205 0.0 -0.5 -0.2
O -0.30029 -0.16770 4.72805 -0.1 0.6 0.1
H -2.93456 -3.67397 0.38141 2.8 0.4 1.7
H -1.37243 -3.58017 1.18144 0.6 0.6 -1.2
O -2.30142 -3.74648 1.17081 -3.6 -0.9 0.2
H 0.37828 1.62302 -3.13285 0.3 -0.4 0.2
H 1.65513 2.07007 -2.47281 0.6 0.1 0.2
O 1.23564 1.27852 -2.82784 -0.7 -0.1 -0.6
H 2.05897 -3.55486 -1.47710 0.3 -1.5 2.8
H 2.95158 -4.13074 -0.31279 0.8 -0.2 -0.2
O 2.04978 -4.15559 -0.61384 -0.6 0.8 -2.4
H 3.16058 -0.25582 0.77230 0.4 0.4 -0.7
H 3.99871 0.62281 -0.28486 -0.6 0.2 -0.2
O 4.04056 -0.01794 0.41890 0.0 -0.7 0.7
H -4.07455 0.20182 2.80347 -0.3 -0.1 -1.8
H -4.66271 -0.07683 1.28731 0.7 0.3 1.2
O -3.98319 0.38755 1.82949 -0.3 -0.2 0.6
H -1.80651 -4.13826 -1.07688 0.4 0.4 -0.3
H -1.15289 -2.91721 -1.82085 0.2 -0.3 -0.1
O -1.95712 -3.24079 -1.41231 -0.4 -0.1 -0.3
H 2.72100 -1.06896 -1.83992 -0.2 -0.7 0.0
H 2.38928 -2.02806 -3.02268 0.1 0.2 0.7
O 2.50984 -2.00163 -2.04511 0.1 0.8 -1.2
```
Forces are in eV/Å.

- Spin multiplicity: 1


Results for total energy: -1169.9005; -1115.7455; -1115.8298; -1246.4325 (in Eh, following the order of the records).
Results for HOMO level: -8.31; -8.82; -9.61; -7.95 (in eV, following the order of the records).
Results for ΔE to the lowest compared entry with this formula, charge and spin: 4.5201; 5.9140; 3.6208; 3.9640 (in eV, following the order of the records).